# 1
ORCA calculation (wB97M-V/def2-TZVPD) on 3 unconnected molecules or ions with the total composition C42H74BN2O14P3S in a non-equilibrium geometry.

Cartesian coordinates (Å):
H: -0.12776 3.75200 0.60221
H: 9.24114 -0.13001 -5.40497
C: -1.62222 2.00102 5.92889
H: -2.25836 4.57635 2.62109
O: -4.78988 -3.05018 -2.41257
H: -0.55278 1.92490 5.70419
H: 0.13662 -0.63216 5.76453
H: -4.11987 -5.45590 5.99292
O: -4.12205 -2.47932 -4.62960
H: -0.77826 4.45925 -5.64254
H: 0.80265 -2.26780 0.00749
B: -3.92271 -2.42762 -3.28470
H: 10.19821 3.18963 -4.94864
H: 6.53607 -0.34487 -6.82721
N: -0.28996 -1.67949 -2.32750
C: 1.19106 5.56288 -2.59234
H: -5.81777 -7.26555 5.99559
H: 2.24495 -2.91888 0.84761
H: -3.47022 -0.71360 5.16996
S: -3.54019 1.88486 -0.53504
C: 9.35940 3.52066 -5.56406
H: -1.25364 -3.18408 -3.33208
C: -0.21182 4.77420 -4.77407
H: -1.74573 -2.21433 5.13557
H: -4.05267 3.33733 5.81955
P: -5.50890 -5.47043 3.56256
N: -2.88817 -0.56137 -2.00832
H: -9.58340 -5.88096 2.77152
O: 8.19994 2.85848 -5.05969
H: -1.50557 0.04519 6.87017
H: 4.60664 3.42404 -7.07312
C: -1.36405 -2.24434 -2.80146
H: 8.88789 0.45842 -7.02487
C: -2.52808 -0.20790 4.94806
C: 1.73544 2.13021 0.03820
H: -2.61746 4.41000 5.97992
C: 0.91342 -2.07718 4.43135
C: -1.76943 0.03058 -1.50236
C: 0.39127 6.48830 -3.24063
O: -0.09270 2.96832 3.11366
C: -3.14342 3.70325 5.33138
H: -5.92416 -3.35244 1.84787
C: 2.17459 3.28862 -2.20479
H: 0.20208 -0.06760 4.11023
C: -7.79136 -6.78496 3.55525
H: -1.69688 2.60086 6.84165
H: 1.62574 -3.33343 2.89870
O: -5.18971 -5.29803 1.98405
C: -2.16885 0.59889 6.20569
C: 0.52919 1.36711 -0.47586
H: 8.29939 5.36365 -5.95352
H: 10.06378 5.52564 -5.93367
C: -0.47874 -0.49889 -1.66832
C: -0.06027 -0.93033 4.73144
H: -3.46302 4.25152 4.44523
H: 3.22842 3.44152 -2.44560
C: 1.22726 -1.46997 1.98839
C: 1.98629 3.46730 -0.67377
H: -0.10879 -3.01333 2.74590
H: 1.64177 2.24385 1.12059
H: -2.74056 0.42886 4.09171
H: 6.89039 -1.05225 -5.25494
C: -1.52265 -1.31149 4.56271
O: -4.13583 -6.16358 4.04350
H: -7.97582 -6.52908 4.60216
H: 2.03012 -0.88649 2.44950
H: 2.00417 -1.25033 -2.12407
C: 0.66358 0.17538 -1.15042
H: -8.20180 -4.78253 2.83732
C: 4.49468 3.17088 -6.01550
H: -3.09737 0.73222 6.76964
C: -4.75584 -7.52332 5.98474
C: -1.01791 3.13873 0.53100
C: 2.01424 -0.46615 -1.37640
O: 7.31781 3.00079 -7.34138
H: 2.94199 3.83673 -0.29222
C: 1.30518 4.23874 -2.99976
H: 2.90894 -0.26167 0.63900
H: -2.86156 -6.60827 5.55326
C: 2.61057 -1.02176 -0.08039
H: 0.68967 -2.92843 5.08061
C: -0.79324 1.87914 -0.26278
H: 1.96671 2.24389 -2.43575
H: -1.81326 3.74981 0.11169
H: 3.77439 1.52927 -4.80798
H: -1.66818 -1.51333 3.49895
C: -8.50403 -5.81394 2.63480
C: 1.66554 -2.02230 0.62228
C: -0.33904 6.08024 -4.34407
H: -5.24692 -2.36853 -1.90547
H: -3.38023 -3.37086 2.29584
H: -5.58623 -4.17727 0.33704
H: 9.57131 3.20985 -6.58685
H: -0.98783 6.79076 -4.83635
C: 9.21403 5.02474 -5.46729
H: 3.90540 3.95972 -5.54823
H: 8.87439 -1.27915 -6.70854
H: 1.75265 5.89939 -1.72899
O: -2.31206 2.66093 4.88695
O: -2.54106 3.66617 2.79090
H: 0.38106 2.14747 3.29682
H: 2.70127 0.29552 -1.75943
H: 3.52932 -1.54941 -0.34742
H: -4.64162 -8.41161 5.36423
C: 0.59066 3.83834 -4.13646
H: 0.33469 7.49433 -2.84936
C: 3.78831 1.83615 -5.85398
O: -6.36757 -6.81718 3.31043
H: -4.45874 -7.76109 7.00666
C: -1.89975 1.23624 -0.76175
O: -5.55513 -4.09314 4.08683
C: -5.21680 -4.01712 1.35192
H: 2.76190 1.89986 -6.21710
C: -3.92020 -6.37819 5.44013
H: 1.26917 4.24690 -0.45160
H: 4.30589 1.06250 -6.42655
H: -3.71201 1.72097 0.78623
H: 0.38041 -0.79576 1.81748
C: -2.65812 -1.67983 -2.65786
H: 1.91241 -1.72026 4.69507
H: -8.15581 -7.79779 3.39523
H: -8.26186 -6.02520 1.59362
H: -3.17602 -4.00585 0.67228
O: -1.83288 1.26197 2.36090
C: 7.15377 -0.24137 -5.93115
H: 2.62406 1.53079 -0.12462
P: -1.41262 2.66446 2.26712
H: 9.15994 5.33320 -4.42233
H: -3.61261 -1.78097 -5.05334
H: -3.87088 -2.39220 0.90279
P: 6.99756 2.38644 -6.04027
C: 8.62578 -0.30522 -6.28704
C: 0.85379 -2.56254 2.98770
H: 0.65170 2.83058 -4.52435
C: -3.83372 -3.40673 1.30452
O: 5.77223 3.18825 -5.37106
O: 6.81374 0.98803 -5.25060

Properties
HOMO energy (eV): -8.5
Charge: 0
Frontier orbital gap (eV): 8.188
Multiplicity: 1
SMILES: COCCCCCCCCCCCc1c(CCCc2ccccc2)c(CP(=O)(O)O)c(S)c2nc(B(O)O)cnc12.CCOP(=O)(OCC)OCC.CCOP(=O)(OCC)OCC

=====

# 2
ORCA calculation (wB97M-V/def2-TZVPD) on a molecular structure, C42H74IN2O9P3PtS2.

Cartesian coordinates (Å):
O: -0.09283 -1.38773 0.72729
P: -1.16295 1.59548 -2.64964
H: 5.32603 0.57702 -2.70309
H: 0.05069 6.23428 -3.86049
H: -2.15398 6.89562 1.05288
O: -0.14098 4.98799 -1.40714
C: 1.43522 -2.31105 -1.78862
H: 3.05347 -5.22969 2.83527
H: 1.28085 -3.97267 4.94869
I: -4.54777 1.33246 1.18718
N: 2.28033 0.59600 0.97550
C: -1.83966 -3.54221 0.60589
C: -3.30370 2.04222 -5.00428
S: 3.28866 0.68568 -1.47377
H: -2.40115 3.61724 -2.37599
C: -2.99123 -5.46358 1.85463
C: 1.81273 3.10000 -3.77687
Pt: 0.19772 0.73981 0.30766
H: 1.78540 3.07688 -2.68507
H: -2.27869 -3.33160 -0.37601
H: 4.22371 -2.99040 2.61144
H: 1.71923 2.01411 -6.32811
P: -0.15692 -2.88182 0.41466
H: -4.54584 -2.82849 0.55069
C: 1.54424 0.45595 4.44180
C: 3.01972 0.20762 6.34434
H: 2.20791 -4.70241 -4.07281
H: -3.69815 0.01321 -4.47538
C: -1.89021 -5.08295 0.85987
O: -0.19754 0.74491 -1.87546
H: 0.38670 3.17290 -6.16662
C: 1.86912 -2.75412 -3.18253
O: -2.28139 0.66479 -3.19969
H: 3.55877 -4.12723 -3.11993
O: -0.49478 2.38041 -3.82579
H: -4.19551 2.10668 -5.62771
C: 2.84446 -4.39705 3.51642
H: 6.80684 0.28401 -0.52859
H: 1.55486 4.10920 -4.10823
H: -0.93556 -5.45848 1.23505
H: -2.69438 2.49183 -1.03450
H: -0.25390 0.29078 7.32344
C: -4.64109 1.24031 -3.00764
H: -2.67887 -5.21756 2.87463
C: 0.74013 2.18095 -5.87316
H: -0.62567 -2.84688 -1.84392
H: 2.03125 0.10147 8.25627
C: -0.31754 7.37721 -1.45290
C: 0.41997 0.43651 5.31020
H: -1.86248 6.75451 2.79304
C: 0.45359 -3.65611 2.98551
H: -2.45073 1.82512 -5.64795
C: -0.94117 6.10014 -1.95766
O: 0.35232 2.94184 -0.11475
H: -2.07623 -5.59635 -0.08549
C: 0.85352 2.09361 -4.37031
C: 3.38545 0.52598 0.22128
C: 1.00072 -3.70712 1.54494
C: 1.37275 -4.42251 3.95797
H: -5.05899 -5.04638 2.27473
O: -1.75054 4.33620 0.45947
C: -0.93929 5.99059 -3.46737
O: -0.84423 0.52978 4.88542
H: -1.95870 6.01068 -1.56924
H: -1.19973 4.98175 -3.79892
H: -2.28702 3.64619 2.96136
C: 0.26885 -3.19612 -1.31667
C: 2.38515 -2.99791 1.47502
H: 4.01355 0.11928 6.76396
H: -3.20240 5.86478 2.04532
H: -0.54572 -4.08525 3.03239
H: -2.62300 -1.71832 1.44578
H: 1.09747 -4.75351 1.23999
H: -0.31432 7.41491 -0.36232
H: 5.31218 1.94342 -1.56200
C: -2.78504 0.40000 0.73188
H: 5.67803 -1.03841 -0.89201
H: -3.14885 3.02048 -4.53828
C: 3.15385 -3.08393 2.80657
C: 1.36797 0.59365 3.02590
H: -0.24278 5.36572 1.48625
H: 2.56956 -4.76464 -1.06067
H: -2.62025 0.17252 -0.31579
O: 0.23425 0.78041 2.50708
C: -1.26377 5.02971 1.67712
C: -3.51122 0.95473 -3.97021
H: 1.10877 -1.27635 -1.79477
H: -5.58904 1.21920 -3.54767
P: -0.76738 3.79407 -0.62322
H: -0.84071 0.65445 3.92370
C: 0.61797 0.30164 6.68082
H: 2.59380 -2.04786 -3.59777
H: 1.12449 1.08223 -4.06779
H: 2.82904 2.87739 -4.11436
H: 2.28727 -2.38589 -1.10480
C: -1.27449 4.03054 2.80978
S: 4.92465 0.29639 0.93642
H: 2.24132 -1.94674 1.21576
C: 1.89358 0.19509 7.18441
H: 2.87471 -2.24705 3.45882
H: 1.03196 -5.45531 4.04884
H: -0.09864 -4.96899 -2.52494
C: -2.69375 -2.77714 1.62856
C: -1.92679 2.91003 -1.69000
H: -4.67944 -5.12763 0.57047
N: 2.52241 0.49339 2.25170
H: -0.60381 3.19608 2.59607
C: 5.07780 0.88756 -1.68862
H: -1.65889 6.69521 -3.88838
C: 0.49657 -4.70001 -1.64937
H: 2.09667 -6.05497 -2.14081
H: -0.94543 4.51510 3.73135
H: 0.14895 -5.34416 -0.84022
H: 0.36425 -2.60565 3.28421
C: 2.84669 0.33273 4.99873
C: 1.96770 -4.99084 -1.94583
C: -4.15441 -3.21892 1.49610
H: -2.33875 -2.93877 2.64530
C: 2.46798 -4.17804 -3.15106
H: -1.96399 0.59889 1.41772
H: -3.12812 -6.54486 1.82616
C: -4.31194 -4.76261 1.53341
H: -4.53927 2.22660 -2.54712
H: -4.68313 0.48369 -2.22115
H: 3.49480 -4.53200 4.38088
H: -0.88057 8.23275 -1.82855
H: 0.71263 7.45393 -1.80608
H: -4.74158 -2.75498 2.28975
H: 2.98468 -3.45251 0.68428
H: 3.69734 0.34280 4.33188
H: 0.99442 -2.72743 -3.84210
C: 5.75727 0.02091 -0.65156
C: -2.17581 6.20946 1.90105
H: 0.04780 1.43157 -6.26111

Properties
⟨S²⟩: 6.02
HOMO energy (spin up / spin down) (eV): -12.6 / -13.1
Charge: +2
Frontier orbital gap (spin up / spin down) (eV): 7.569 / 5.801
Multiplicity: 5
Energy above the lowest of the compared OMol25 structures with the same formula, charge and spin (eV): 0.000

=====

Which of these has the highest charge?
C42H74IN2O9P3PtS2

=====

The lowest multiplicity belongs to which entry?
C42H74BN2O14P3S